Record 1
{"formula": "C2H4O3", "method": "wB97M-V/def2-TZVPD", "gap_ev": 10.97, "multiplicity": 1, "homo_ev": -10.59, "smiles": "O=C(O)CO", "elements": ["O", "C", "O", "C", "O", "H", "H", "H", "H"], "positions_angstrom": [[0.2656, -1.1963, -1.2220], [-0.3754, -0.7613, -0.1650], [-1.2125, -1.5465, 0.6035], [0.3440, 0.6376, 0.2951], [0.8991, 1.2035, -0.7570], [-1.3311, -0.8246, 1.1817], [1.1733, 0.2706, 1.0672], [-0.4898, 1.4642, 0.7143], [0.7270, 0.7527, -1.7177]], "atomic_forces_ev_per_a": [[-4.339, 1.323, 4.770], [5.377, -2.492, -5.087], [2.040, 1.546, -2.570], [-3.153, -0.917, 2.710], [1.127, 0.462, -5.076], [-1.577, 0.745, 2.677], [-1.934, 0.934, -1.109], [2.057, -2.405, -0.198], [0.401, 0.804, 3.883]]}


Record 2
{"formula": "C2H4O3", "method": "wB97M-V/def2-TZVPD", "gap_ev": 11.15, "multiplicity": 1, "homo_ev": -10.46, "smiles": "CC1(O)OO1", "elements": ["C", "C", "O", "O", "O", "H", "H", "H", "H"], "positions_angstrom": [[-0.5196, -0.4410, 0.0381], [1.2140, 0.0751, 0.0019], [1.2673, 1.4135, -0.3152], [1.9654, -0.8977, -0.5652], [2.1650, -0.5263, 0.8143], [-0.5309, -1.3820, -0.5941], [-1.0790, 0.4561, -0.4228], [-0.8391, -0.8837, 1.0337], [2.1158, 1.8092, -0.6564]], "atomic_forces_ev_per_a": [[2.656, 0.379, -0.269], [-3.941, -0.559, 0.173], [0.595, -0.276, -0.281], [0.744, -0.218, -1.999], [-0.359, 0.793, 1.321], [0.118, 1.492, 0.176], [0.622, -1.765, 1.109], [0.400, 1.470, -0.905], [-0.834, -1.317, 0.673]]}


Record 3
{"formula": "C2H4O3S", "method": "wB97M-V/def2-TZVPD", "gap_ev": 10.13, "multiplicity": 1, "homo_ev": -9.58, "smiles": "O=C(S)COO", "elements": ["O", "C", "S", "C", "O", "O", "H", "H", "H", "H"], "positions_angstrom": [[1.8067, 0.1451, 1.5040], [0.8471, 0.2607, 0.8162], [-0.5512, 1.0681, 1.5367], [0.4818, -0.3305, -0.4829], [-0.6762, 0.2221, -0.9882], [-1.5284, -0.8288, -1.4306], [0.1027, 1.6967, 2.5185], [1.4239, -0.4408, -1.0130], [0.3108, -1.4221, -0.4507], [-2.2172, -0.3705, -2.0100]], "atomic_forces_ev_per_a": [[2.050, -0.566, -0.680], [-2.032, 0.402, 2.172], [-1.335, 0.961, -0.165], [0.926, -2.848, -0.337], [-0.110, 1.559, -0.942], [-1.207, -0.192, -0.962], [0.310, -0.306, 0.085], [0.099, 1.193, -1.395], [-0.255, 0.200, 1.066], [1.554, -0.404, 1.158]]}


Record 4
{"formula": "C2H4O3S", "method": "wB97M-V/def2-TZVPD", "gap_ev": 11.03, "multiplicity": 1, "homo_ev": -10.32, "elements": ["C", "C", "H", "H", "H", "H", "O", "O", "O", "S"], "positions_angstrom": [[-0.5917, -0.8052, 0.2114], [-0.6881, 0.7074, -0.2112], [-1.5203, -1.3157, 0.0697], [-0.3014, -0.6841, 1.3751], [-1.3170, 1.4299, 0.5346], [-1.0836, 0.7060, -1.2248], [2.6796, -0.1138, 0.4993], [0.5172, -1.1837, -0.5263], [0.6560, 1.2170, -0.1004], [1.6493, 0.0422, -0.6276]], "atomic_forces_ev_per_a": [[0.999, 4.164, 3.818], [-2.122, 1.054, 2.487], [-0.089, -0.756, -0.420], [-0.782, -1.030, -2.344], [1.270, -2.004, -1.968], [0.146, 0.607, -0.196], [-3.277, 0.379, -3.446], [0.806, -0.552, -0.667], [-0.755, -1.023, -0.597], [3.804, -0.840, 3.333]]}


Record 5
{"formula": "C2H4O3S", "method": "wB97M-V/def2-TZVPD", "gap_ev": 10.40, "multiplicity": 1, "homo_ev": -9.86, "smiles": "O=S1(=O)C[C@H]1O", "elements": ["O", "S", "O", "C", "C", "O", "H", "H", "H", "H"], "positions_angstrom": [[-1.6149, 2.0591, -0.0195], [-1.4215, 0.7898, 0.6712], [-2.1713, 0.3768, 1.7990], [-0.5269, -0.4944, -0.1580], [0.3643, 0.4281, 0.7449], [1.1599, 1.1563, -0.2282], [-0.1053, -0.3523, -1.1963], [-0.7137, -1.5348, 0.1697], [1.1168, 0.0411, 1.5046], [1.8174, 1.8239, 0.0979]], "atomic_forces_ev_per_a": [[-0.558, -1.685, 0.418], [3.325, 2.187, -0.987], [-1.028, -0.584, 0.621], [0.735, -0.436, -0.597], [1.978, 0.436, -0.606], [-0.003, 0.364, 0.462], [-1.194, -0.225, 0.976], [-0.018, 0.764, -0.207], [-1.921, 0.191, -0.358], [-1.316, -1.014, 0.277]]}


Record 6
{"formula": "C2H4O3S", "method": "wB97M-V/def2-TZVPD", "gap_ev": 10.40, "multiplicity": 1, "homo_ev": -9.77, "smiles": "O=C(S)COO", "elements": ["O", "C", "S", "C", "O", "O", "H", "H", "H", "H"], "positions_angstrom": [[-0.6465, 1.3715, 1.1605], [-0.0842, 0.8513, 0.2606], [0.1061, 1.7153, -1.3856], [0.7231, -0.4960, 0.5328], [0.4730, -1.5185, -0.3629], [-0.9484, -1.4599, -0.4844], [-0.4726, 2.9091, -1.0896], [1.7435, -0.2679, 0.4109], [0.5107, -0.7754, 1.5252], [-1.4047, -2.3294, -0.5675]], "atomic_forces_ev_per_a": [[-0.553, 0.355, 0.594], [0.980, -0.039, -0.639], [0.080, -0.738, 0.478], [-1.079, 1.451, -1.319], [-0.442, -0.949, -0.733], [-1.632, 0.354, -0.218], [0.097, -0.630, 0.364], [1.458, 0.265, -0.066], [-0.482, -0.217, 1.341], [1.574, 0.149, 0.200]]}


Record 7
{"formula": "C2H4O3Si", "method": "wB97M-V/def2-TZVPD", "gap_ev": 9.30, "multiplicity": 1, "homo_ev": -10.04, "smiles": "C[Si]1(C=O)OO1", "elements": ["C", "Si", "C", "O", "O", "O", "H", "H", "H", "H"], "positions_angstrom": [[1.1328, 0.9978, 0.0462], [-0.5182, 0.1355, 0.2410], [-0.4670, -1.7081, -0.3710], [0.5342, -2.3154, -0.6745], [-1.8350, 0.9982, -0.0719], [-1.6365, 0.6698, 1.3593], [1.8821, 0.2655, -0.4429], [0.9378, 1.9803, -0.6236], [1.4705, 1.2756, 1.0664], [-1.5007, -2.2993, -0.5291]], "atomic_forces_ev_per_a": [[0.040, 0.407, -1.305], [1.698, -0.126, 0.067], [-1.780, -1.653, -0.430], [-0.166, 0.868, 0.337], [-1.600, 0.922, -1.794], [0.692, -0.824, 1.075], [-1.104, 1.415, 0.741], [0.640, -2.325, 1.609], [0.048, 0.050, -0.735], [1.533, 1.265, 0.435]]}


Record 8
{"formula": "C2H4O3V", "method": "wB97M-V/def2-TZVPD", "charge": 2, "gap_ev": [8.71, 9.48], "multiplicity": 4, "homo_ev": [-21.15, -21.20], "s2": 3.7537, "elements": ["O", "C", "V", "O", "O", "H", "C", "H", "H", "H"], "positions_angstrom": [[-0.2650, -0.1004, -1.7645], [-0.1428, -0.6351, -0.7078], [-2.0433, -0.5376, 0.9330], [-0.0257, 0.0365, 0.4428], [-0.9344, -1.6751, -0.3439], [-0.7597, -2.5162, -0.7924], [0.8879, 1.1558, 0.5296], [0.4986, 1.7522, 1.3578], [1.8769, 0.7226, 0.7003], [0.9076, 1.7973, -0.3548]], "atomic_forces_ev_per_a": [[2.068, -1.289, 0.302], [-2.458, 3.345, -3.128], [0.384, 0.031, 0.340], [-0.151, -0.403, 1.586], [-0.308, -2.283, 0.733], [-0.323, -0.450, -0.322], [0.876, 1.478, 0.408], [0.481, -0.189, 0.041], [-0.216, 0.256, 0.231], [-0.353, -0.496, -0.191]]}


Record 9
{"formula": "C2H4O4", "method": "wB97M-V/def2-TZVPD", "gap_ev": 11.28, "multiplicity": 1, "homo_ev": -10.86, "smiles": "O=CO.O=CO", "elements": ["O", "C", "O", "H", "H", "O", "C", "O", "H", "H"], "positions_angstrom": [[-0.3944, -3.2039, -1.1441], [-0.3609, -4.3201, -0.6189], [-1.3971, -4.9642, -0.0769], [0.5191, -4.9850, -0.7248], [-1.0974, -5.8478, 0.2715], [-2.0346, 4.4128, -2.8170], [-0.8480, 4.4459, -2.5179], [-0.3431, 5.0954, -1.4214], [0.0075, 4.0014, -3.0639], [0.6416, 4.9687, -1.3417]], "atomic_forces_ev_per_a": [[-0.308, -2.973, 1.962], [0.583, 1.958, -2.502], [0.025, -0.669, 0.776], [0.105, 0.383, 0.314], [-0.401, 1.303, -0.549], [3.222, 0.160, 0.949], [-1.380, 0.295, -0.061], [0.294, -0.303, -0.189], [-0.648, -0.221, -0.352], [-1.492, 0.067, -0.348]]}


Record 10
{"formula": "C2H4O4", "method": "wB97M-V/def2-TZVPD", "gap_ev": 9.64, "multiplicity": 1, "homo_ev": -9.85, "elements": ["C", "C", "O", "O", "O", "O", "H", "H", "H", "H"], "positions_angstrom": [[0.3006, -1.4983, 0.7482], [0.6134, -1.1299, -0.4436], [-1.2136, 1.0292, 0.5490], [0.9218, 0.5269, -1.9003], [-0.0045, 1.7115, 0.1965], [0.7258, -0.7926, -1.5633], [0.9936, -1.6919, 1.5347], [-0.8121, -1.2483, 1.0621], [-1.8628, 1.8640, 0.3710], [0.3378, 1.2294, -0.5544]], "atomic_forces_ev_per_a": [[-2.543, 1.073, 0.591], [-0.571, -0.615, 2.527], [-2.455, 3.354, -0.918], [0.372, 1.513, -0.441], [0.021, 1.039, 1.926], [0.137, -1.507, -2.172], [0.477, -0.372, 0.135], [2.340, -0.686, -0.843], [1.903, -3.268, 0.711], [0.320, -0.530, -1.517]]}


Record 11
{"formula": "C2H4O4", "method": "wB97M-V/def2-TZVPD", "gap_ev": 11.68, "multiplicity": 1, "homo_ev": -11.01, "smiles": "O=CO.O=CO", "elements": ["O", "C", "O", "H", "H", "O", "C", "O", "H", "H"], "positions_angstrom": [[2.2107, 1.1337, 0.4585], [3.2829, 1.5922, 0.1548], [3.5378, 2.4568, -0.8388], [4.2426, 1.2072, 0.5527], [2.6560, 2.7693, -1.1806], [-2.2164, -2.4550, -0.5923], [-3.2174, -2.2533, 0.0705], [-3.5797, -1.0697, 0.6665], [-3.9862, -2.9986, 0.3554], [-2.9303, -0.3825, 0.3533]], "atomic_forces_ev_per_a": [[0.547, 0.893, -0.146], [0.133, -1.482, -0.263], [-1.407, 0.586, 0.003], [-0.291, 0.395, 0.125], [1.011, -0.388, 0.283], [-1.917, 0.596, 1.115], [0.910, 0.209, 0.005], [1.290, -0.106, -1.294], [0.390, 0.088, -0.298], [-0.667, -0.793, 0.471]]}


Record 12
{"formula": "C2H4O4", "method": "wB97M-V/def2-TZVPD", "gap_ev": 11.34, "multiplicity": 1, "homo_ev": -10.84, "smiles": "O=CO.O=CO", "elements": ["O", "C", "O", "H", "H", "O", "C", "O", "H", "H"], "positions_angstrom": [[0.9067, -2.4116, -1.0176], [1.6008, -3.2587, -0.3378], [1.5000, -3.4620, 0.8950], [2.4844, -3.8117, -0.7135], [0.7468, -2.8614, 1.1483], [-1.5489, 3.5532, -1.3020], [-1.2786, 3.5559, -0.0919], [-1.6240, 2.5433, 0.7452], [-0.6110, 4.2633, 0.4387], [-2.1762, 1.8896, 0.2355]], "atomic_forces_ev_per_a": [[2.660, -3.750, 2.886], [-0.711, 3.791, -6.364], [-1.935, 0.442, 3.636], [-0.604, 0.144, -0.503], [0.587, -0.626, 0.351], [0.597, 0.417, 3.454], [-0.200, -1.345, -2.782], [-0.566, 0.110, -0.820], [-0.538, -0.062, -0.300], [0.711, 0.879, 0.441]]}


Energy above the lowest of the compared OMol25 structures with the same formula, charge and spin in kcal/mol, matching the order above: 58.3, 110.0, 72.6, 30.3, 60.2, 68.1, 88.9, 0.0, 27.2, 234.3, 14.9, 26.5